[1]
The following is a quantum chemistry calculation of a molecular structure, C43H45F4N5NaP2 in a non-equilibrium geometry, from the OMol25 dataset.

Properties
DFT total energy   -3183.78618 Ha
Molecular weight   792.80 g/mol
Total charge   -1
Spin multiplicity   1

Element x y z (Å)
Na: 0.6989 -0.2118 -0.1950
C: 2.8862 -2.2371 3.0645
C: 1.4642 -1.6845 3.1596
C: 0.5855 -2.6803 3.9164
P: 1.4421 -0.0335 4.0440
C: -0.3784 0.3909 4.0936
C: -1.3119 0.0442 2.9423
C: -0.5082 1.8683 4.4822
C: 2.4002 1.0009 2.8354
C: 3.7127 1.1088 3.3073
C: 4.7338 1.7693 2.6361
C: 6.1192 1.8191 3.2173
C: 4.4165 2.3861 1.4330
C: 3.1216 2.3609 0.9679
C: 2.0847 1.6846 1.6390
N: 0.8190 1.7086 1.0720
C: 0.2675 2.9075 0.7855
C: 0.6925 4.1148 1.4076
C: 0.0524 5.3063 1.1725
C: -1.0527 5.3749 0.3217
C: -1.7453 6.6778 0.0417
C: -1.4996 4.1942 -0.2708
C: -0.8717 2.9769 -0.0747
P: -1.4499 1.4245 -0.8558
C: -1.1764 1.7774 -2.6801
C: 0.3378 1.8860 -2.8909
C: -1.8739 2.9786 -3.3124
C: -3.3024 1.6029 -0.7013
C: -3.7285 1.7471 0.7610
C: -3.9516 0.3627 -1.3184
H: 2.8778 -3.1537 2.4716
H: 3.2744 -2.4726 4.0598
H: 3.5709 -1.5382 2.5879
H: 1.0783 -1.5400 2.1501
H: 0.9503 -2.8008 4.9401
H: 0.6213 -3.6535 3.4229
H: -0.4586 -2.3668 3.9575
H: -0.6863 -0.2032 4.9623
H: -1.2010 0.7660 2.1371
H: -2.3440 0.0837 3.3024
H: -1.1360 -0.9494 2.5349
H: -0.2093 2.5053 3.6478
H: 0.1268 2.1099 5.3378
H: -1.5416 2.1129 4.7411
H: 3.9402 0.6437 4.2611
H: 6.4805 0.8137 3.4384
H: 6.1247 2.3831 4.1523
H: 6.8178 2.2949 2.5300
H: 5.1849 2.8920 0.8604
H: 2.8787 2.8434 0.0284
H: 1.5081 4.0728 2.1169
H: 0.3974 6.2031 1.6743
H: -1.4356 7.4474 0.7476
H: -2.8287 6.5661 0.1024
H: -1.5071 7.0269 -0.9657
H: -2.3779 4.2432 -0.9023
H: -1.5344 0.8703 -3.1772
H: 0.7435 2.7156 -2.3035
H: 0.5672 2.0754 -3.9408
H: 0.8493 0.9691 -2.5978
H: -1.4922 3.9155 -2.9048
H: -2.9584 2.9515 -3.1887
H: -1.6655 2.9800 -4.3845
H: -3.6257 2.4886 -1.2537
H: -3.4991 0.8344 1.3116
H: -4.8068 1.9138 0.8190
H: -3.2270 2.5798 1.2557
H: -3.6486 -0.5300 -0.7673
H: -3.6639 0.2279 -2.3624
H: -5.0399 0.4424 -1.2722
C: 2.5307 -2.4243 -0.9127
C: 3.2967 -1.3225 -0.4829
C: 3.3015 -0.3656 -1.5050
C: 2.5326 -0.8790 -2.5843
C: 2.0719 -2.1433 -2.2181
H: 2.4376 -3.3703 -0.3975
H: 3.8447 -1.2592 0.4487
H: 3.8590 0.5640 -1.5142
H: 2.3925 -0.3933 -3.5415
H: 1.4888 -2.8123 -2.8391
F: -1.0567 -7.0750 -1.6854
C: -1.4649 -6.0152 -2.3841
C: -1.9023 -6.2189 -3.6587
F: -1.8941 -7.4670 -4.1268
C: -2.3826 -5.1733 -4.4885
C: -2.3380 -3.8946 -3.8799
C: -1.8640 -3.6859 -2.6203
F: -1.9187 -2.4421 -2.1410
C: -1.3927 -4.7331 -1.7910
C: -0.8853 -4.5134 -0.4803
C: -0.4539 -3.2399 -0.0869
N: -0.0111 -2.2100 0.1861
C: -0.7163 -5.5325 0.4873
N: -0.5813 -6.3049 1.3342
F: -2.7858 -2.8360 -4.5569
C: -2.8949 -5.3887 -5.7866
C: -3.5305 -4.3804 -6.5527
N: -4.0857 -3.6238 -7.2243
C: -2.8514 -6.6376 -6.4561
N: -2.8347 -7.6122 -7.0733



[2]
The following is a quantum chemistry calculation of a molecular structure, C43H45N4O in a non-equilibrium geometry, from the OMol25 dataset.

Properties
Molecular weight   633.86 g/mol
Energy above the lowest of the compared OMol25 structures with the same formula, charge and spin   0.5391 eV
Total charge   +1
Spin multiplicity   1

Element x y z (Å)
C: 5.9991 2.3118 -1.4678
C: 4.6638 1.6277 -1.5451
C: 4.4519 0.4257 -0.8734
C: 3.2278 -0.2529 -0.9520
C: 3.1032 -1.6061 -0.3253
C: 2.1706 0.3613 -1.6285
N: 0.8934 -0.2754 -1.6341
C: 0.0440 -0.5102 -0.5661
C: 0.3699 -0.6641 0.8774
C: 1.0543 0.3895 1.6441
C: 1.8698 0.1907 2.8235
C: 1.1198 1.7084 1.0183
C: 0.0986 2.2094 0.1837
C: 0.1795 3.4821 -0.3772
C: 1.2945 4.2900 -0.1367
C: 2.3278 3.8191 0.6729
C: 2.2343 2.5657 1.2628
O: 0.0111 -1.7595 1.3820
N: -1.0273 -1.1491 -1.0829
C: -2.1275 -1.8007 -0.4492
C: -2.9387 -1.1237 0.4791
C: -2.7823 0.3272 0.7834
C: -3.9384 -1.8451 1.1341
C: -4.1892 -3.1827 0.8284
C: -5.2870 -3.9162 1.5408
C: -3.4032 -3.8119 -0.1406
C: -2.3704 -3.1389 -0.7974
C: -1.5262 -3.8708 -1.7840
N: -0.9670 -1.1752 -2.4630
C: 0.2065 -0.6971 -2.7809
C: 0.7231 -0.6820 -4.1431
C: -0.2296 -0.4766 -5.1661
C: 0.1910 -0.3009 -6.4816
C: 1.5498 -0.4130 -6.8044
C: 2.4849 -0.7331 -5.8112
C: 2.0786 -0.8957 -4.4890
C: 2.3583 1.5566 -2.3374
C: 1.2848 2.2289 -3.1405
C: 3.6154 2.1724 -2.2822
H: 6.0217 3.1872 -2.1246
H: 6.2163 2.6464 -0.4440
H: 6.8084 1.6322 -1.7663
H: 5.2611 -0.0249 -0.2922
H: 2.4863 -2.2928 -0.9207
H: 4.1073 -2.0471 -0.2431
H: 2.6890 -1.5513 0.6913
H: 2.1480 1.1420 3.2926
H: 1.2096 -0.3789 3.6986
H: 2.7783 -0.4018 2.6195
H: -0.7880 1.6017 0.0062
H: -0.6342 3.8293 -1.0168
H: 1.3593 5.2781 -0.5874
H: 3.2257 4.4167 0.8470
H: 3.0589 2.2055 1.8877
H: -3.6631 0.6760 1.3385
H: -1.9144 0.5139 1.4294
H: -2.7047 0.9385 -0.1239
H: -4.5430 -1.3369 1.8901
H: -5.4362 -4.9058 1.1000
H: -5.0541 -4.0465 2.6062
H: -6.2325 -3.3628 1.4793
H: -3.5845 -4.8617 -0.3865
H: -1.9900 -4.8446 -1.9729
H: -1.4495 -3.3310 -2.7328
H: -0.5120 -4.0587 -1.4056
H: -1.2850 -0.4241 -4.8915
H: -0.5457 -0.0766 -7.2543
H: 1.8811 -0.2654 -7.8343
H: 3.5397 -0.8527 -6.0674
H: 2.7953 -1.1811 -3.7161
H: 1.4091 3.3192 -3.0740
H: 1.3526 1.9588 -4.2062
H: 0.2767 1.9881 -2.7849
H: 3.7631 3.1143 -2.8182
C: 2.1684 -1.6927 5.8608
N: 0.8434 -1.7643 5.2745
C: -0.2393 -2.1215 6.0444
C: -1.4956 -2.4498 5.4609
C: -2.5580 -2.8476 6.2730
C: -2.4027 -2.9319 7.6631
C: -1.1672 -2.6208 8.2485
C: -0.1052 -2.2002 7.4547
C: 0.7968 -1.5188 3.8627
H: 2.2794 -2.4496 6.6420
H: 2.9189 -1.8781 5.0863
H: 2.3704 -0.7062 6.3049
H: -1.6207 -2.4221 4.3757
H: -3.5112 -3.0998 5.8008
H: -3.2423 -3.2403 8.2874
H: -1.0295 -2.7045 9.3276
H: 0.8430 -1.9410 7.9278
H: -0.2057 -1.5827 3.4528
H: 1.4925 -2.2096 3.3606



Question: Which of these has the lowest total charge?
Answer: C43H45F4N5NaP2



Question: Which of these has the lowest molecular weight?
Answer: C43H45N4O



Question: Which value of total charge does entry 1 give?
Answer: -1



Question: Which value of spin multiplicity does entry 2 give?
Answer: 1